Record 1
DFT (ωB97M-V/def2-TZVPD) results for 2 unconnected molecules or ions with the total composition C3H4I2O3 in a non-equilibrium geometry.

Geometry (Å):
C  -0.058  1.221  0.500
C  0.126  0.954  1.803
C  3.288  1.043  -0.966
O  0.047  0.316  -0.468
O  0.187  -0.435  2.115
O  3.763  2.045  -0.651
I  -0.263  3.189  -0.231
I  3.435  -0.959  0.010
H  0.064  1.593  2.706
H  2.575  0.774  -1.876
H  0.132  -0.607  -0.084
H  0.763  -0.569  2.900

Its expectation value of S² is 2.014. The value obtained for the LUMO energy (spin up / spin down) is -0.004 / -0.104 Ha. The value obtained for the energy is -937.6164 hartree. The HOMO-LUMO gap (spin up / spin down) is 4.7063 / 6.3257 eV. The HOMO energy (spin up / spin down) comes out at -0.17665 / -0.33672 hartree. The spin multiplicity is 3.

---

Record 2
DFT (ωB97M-V/def2-TZVPD) results for a molecular structure, C17H18N2O5Re.

Geometry (Å):
Re  0.370  0.201  -0.552
O  4.140  0.027  1.521
C  2.906  -0.041  1.126
O  2.550  -0.046  -0.051
C  1.889  -0.121  2.214
C  2.185  -0.164  3.562
C  1.122  -0.271  4.450
C  -0.173  -0.336  3.954
C  -0.377  -0.286  2.582
N  0.645  -0.173  1.731
C  -1.710  -0.423  1.883
O  -2.828  -0.321  2.563
O  -1.727  -0.636  0.692
H  4.758  0.079  0.769
H  3.211  -0.123  3.901
H  1.301  -0.313  5.516
H  -1.002  -0.447  4.640
H  -2.710  -0.071  3.490
N  -0.499  1.584  -1.070
C  -1.203  2.705  -1.475
C  -2.280  2.538  -2.348
C  -2.980  3.657  -2.759
C  -2.601  4.915  -2.304
C  -1.526  5.070  -1.434
C  -0.816  3.963  -1.010
H  -2.550  1.547  -2.688
H  -3.816  3.551  -3.436
H  -3.151  5.788  -2.631
H  -1.242  6.055  -1.093
H  0.027  4.061  -0.340
C  0.484  -4.194  -1.188
C  0.938  -3.682  -2.553
C  1.341  -2.243  -2.283
O  0.583  -1.859  -1.056
C  -0.243  -3.006  -0.611
H  1.337  -4.463  -0.563
H  -0.171  -5.060  -1.265
H  0.121  -3.720  -3.273
H  1.773  -4.251  -2.957
H  1.048  -1.547  -3.067
H  2.393  -2.117  -2.035
H  -1.240  -2.867  -1.027
H  -0.279  -2.958  0.474

Its expectation value of S² is 3.859. The value obtained for the LUMO energy (spin up / spin down) is -0.276 / -0.292 Ha. The value obtained for the energy is -1222.0239 hartree. Its total charge is +2. The HOMO-LUMO gap (spin up / spin down) is 6.9553 / 6.4592 eV. The HOMO energy (spin up / spin down) comes out at -0.53181 / -0.52966 hartree. The spin multiplicity is 4.

---

Record 3
DFT (ωB97M-V/def2-TZVPD) results for a molecular structure, C49H29KN10O2 in a non-equilibrium geometry.

Geometry (Å):
K  0.540  -0.865  -0.324
C  6.010  -4.346  -0.402
C  5.967  -4.350  -1.813
C  4.840  -3.917  -2.489
C  3.734  -3.493  -1.751
C  2.439  -2.951  -2.119
N  1.705  -2.771  -1.022
C  2.481  -3.032  0.090
N  2.140  -2.702  1.355
C  0.872  -2.569  1.710
C  -0.269  -3.317  1.185
C  -0.191  -4.566  0.555
C  -1.338  -5.273  0.236
C  -2.595  -4.753  0.529
C  -2.697  -3.518  1.156
C  -1.546  -2.822  1.469
C  -0.582  -1.176  2.823
N  -0.762  0.978  1.296
C  -1.290  1.403  0.027
N  -0.638  0.968  -1.062
C  -1.348  1.309  -2.149
N  -1.031  0.955  -3.460
C  -0.194  0.018  -3.751
N  0.541  -0.830  -2.931
C  1.245  -1.686  -3.717
N  2.125  -2.607  -3.411
C  0.972  -1.390  -5.154
C  1.447  -1.948  -6.327
C  1.009  -1.411  -7.535
C  0.114  -0.338  -7.554
C  -0.359  0.216  -6.368
C  0.082  -0.327  -5.173
C  -2.504  2.027  -1.745
C  -3.590  2.592  -2.443
C  -4.602  3.199  -1.740
C  -4.575  3.250  -0.318
C  -3.537  2.701  0.395
C  -2.472  2.087  -0.307
N  0.582  -1.651  2.735
C  3.776  -3.493  -0.336
C  4.924  -3.921  0.342
H  6.910  -4.681  0.103
H  6.832  -4.693  -2.370
H  4.809  -3.903  -3.573
H  0.783  -4.959  0.297
H  -1.252  -6.230  -0.265
H  -3.494  -5.293  0.258
H  -3.657  -3.069  1.379
H  2.143  -2.778  -6.291
H  1.367  -1.823  -8.472
H  -0.212  0.066  -8.507
H  -1.052  1.049  -6.361
H  -3.617  2.539  -3.526
H  -5.439  3.641  -2.270
H  -5.397  3.723  0.210
H  -3.537  2.733  1.479
H  4.949  -3.908  1.426
C  2.699  1.294  -1.241
O  1.999  1.510  -0.019
C  1.624  2.779  0.269
C  2.117  3.896  -0.392
C  1.700  5.173  -0.027
C  0.782  5.348  0.992
C  0.266  4.230  1.640
C  0.673  2.961  1.287
N  0.250  1.790  1.983
N  -1.150  1.806  2.390
C  -1.338  1.102  3.631
C  -1.001  -0.204  3.874
O  -1.681  -1.582  2.072
C  -1.136  -0.715  5.189
C  -1.630  0.041  6.205
C  -2.054  1.368  5.963
C  -2.630  2.167  6.984
C  -3.051  3.436  6.725
C  -2.918  3.972  5.422
C  -2.360  3.233  4.422
C  -1.906  1.907  4.664
H  3.688  1.758  -1.220
H  2.816  0.217  -1.362
H  2.120  1.668  -2.088
H  2.817  3.776  -1.206
H  2.095  6.029  -0.560
H  0.448  6.339  1.272
H  -0.475  4.333  2.422
H  -0.822  -1.736  5.364
H  -1.723  -0.369  7.204
H  -2.735  1.744  7.977
H  -3.498  4.030  7.513
H  -3.271  4.974  5.213
H  -2.276  3.631  3.421

For the energy above the lowest of the compared OMol25 structures with the same formula, charge and spin, the calculation gives 0.2419 eV. The value obtained for the LUMO energy (spin up / spin down) is 0.142 / 0.142 Ha. The value obtained for the energy is -3182.6372 hartree. Its total charge is -2. The HOMO-LUMO gap (spin up / spin down) is 4.2224 / 4.1431 eV. The HOMO energy (spin up / spin down) comes out at -0.01291 / -0.01000 hartree.

---

Record 4
DFT (ωB97M-V/def2-TZVPD) results for C4H12N2O in the gas phase in a non-equilibrium geometry.

Geometry (Å):
N  2.456  0.333  1.330
C  1.398  -0.618  1.039
C  -0.098  -0.223  1.335
C  -0.472  1.009  0.527
N  -0.384  0.681  -0.935
C  -1.622  0.069  -1.403
O  -1.326  -1.273  -1.795
H  2.292  1.069  0.649
H  2.656  0.621  2.315
H  1.463  -0.894  -0.002
H  1.628  -1.536  1.558
H  -0.624  -1.095  0.906
H  -0.322  -0.333  2.429
H  0.225  1.837  0.687
H  -1.456  1.335  0.835
H  0.026  1.352  -1.560
H  -2.326  0.481  -2.253
H  -2.274  0.009  -0.553
H  -0.550  -1.138  -2.351

As for the structure (SMILES): NCCCNCO. For the energy above the lowest of the compared OMol25 structures with the same formula, charge and spin, the calculation gives 2.2286 eV. The value obtained for the LUMO energy is 0.035 Ha. The value obtained for the energy is -344.3031 hartree. The HOMO-LUMO gap is 9.7575 eV. The HOMO energy comes out at -0.32353 hartree.